No. 1
Density functional theory data (ωB97M-V with the def2-TZVPD basis set) for a 2-piece molecular cluster, C5H10NO2 overall in a non-equilibrium geometry.

Structure (ORCA input):
```
! wB97M-V def2-TZVPD RIJCOSX def2/J DEFGRID3
* xyz 1 1
C 0.00512 1.95404 0.10466
C -0.40069 0.69764 0.15171
C -1.49936 -0.27472 0.21190
C -2.75075 0.33865 -0.26489
C 2.25136 -1.84209 -0.48598
N 1.42583 -1.14553 0.38943
O -1.38370 -1.40172 0.59379
O 1.23627 2.38752 0.14193
H -0.75540 2.76188 -0.06564
H -3.30833 -0.56174 -0.29543
H -3.25871 0.76552 0.66297
H -2.69079 1.02532 -1.18471
H 1.81936 -2.63031 -1.05682
H 2.78319 -1.12351 -1.10970
H 2.95780 -2.42551 0.13854
H 1.68291 -0.44898 1.12354
H 0.46343 -1.41101 0.54661
H 1.42244 3.33454 0.39810
*
```

Properties
**HOMO-LUMO gap (spin up / spin down)**: 8.88 / 6.76 eV
**Energy above the lowest of the compared OMol25 structures with the same formula, charge and spin**: 5.5898 eV
**Electronic energy**: -401.3196 Ha

Charges obtained by Mulliken population analysis, quoted in units of e: number 1, C, carries 0.1663; number 2, C, carries -0.4651; number 3, C, carries 1.2138; number 4, C, carries -1.3221; number 5, C, carries -0.8290; number 6, N, carries -0.2268; number 7, O, carries -0.5907; number 8, O, carries -0.4321; number 9, H, carries 0.3181; number 10, H, carries 0.4305; number 11, H, carries 0.3441; number 12, H, carries 0.4001; number 13, H, carries 0.3145; number 14, H, carries 0.3137; number 15, H, carries 0.3420; number 16, H, carries 0.2961; number 17, H, carries 0.3233; number 18, H, carries 0.4033



No. 2
Density functional theory data (ωB97M-V with the def2-TZVPD basis set) for one molecule with the formula C5H10NO2P in a non-equilibrium geometry.

Structure (ORCA input):
```
! wB97M-V def2-TZVPD RIJCOSX def2/J DEFGRID3
* xyz 0 1
C 1.73981 0.11516 0.57105
C -1.34594 -0.88146 1.08661
C -0.68814 -1.32755 -0.15751
C -1.65085 0.70626 1.03368
C 0.85138 0.66735 -0.46663
N 1.34941 0.73090 -1.84128
O 1.50463 0.41920 1.71875
O 2.81839 -0.70976 0.22761
P -0.32626 1.81074 0.21470
H -2.32445 -1.46697 0.98892
H -0.90728 -1.30173 1.96683
H -0.09439 -2.20555 -0.10568
H -1.37794 -1.24250 -1.02140
H -2.34786 0.80051 0.18751
H -2.17450 1.11364 1.89597
H 1.02838 1.36895 -2.55586
H 2.75637 -0.85220 -0.77358
H 2.32881 0.45280 -1.93247
H -1.13958 1.80222 -1.03719
*
```

Properties
**HOMO-LUMO gap (spin up / spin down)**: 7.76 / 7.80 eV
**Energy above the lowest of the compared OMol25 structures with the same formula, charge and spin**: 3.8604 eV
**Electronic energy**: -742.9767 Ha

Charges obtained by Mulliken population analysis, quoted in units of e: number 1, C, carries 0.4440; number 2, C, carries -0.2963; number 3, C, carries -0.8906; number 4, C, carries -0.6958; number 5, C, carries 0.5543; number 6, N, carries -0.5129; number 7, O, carries -0.5511; number 8, O, carries -0.5312; number 9, P, carries -0.0943; number 10, H, carries 0.3115; number 11, H, carries 0.3193; number 12, H, carries 0.3510; number 13, H, carries 0.3106; number 14, H, carries 0.2651; number 15, H, carries 0.4133; number 16, H, carries 0.2187; number 17, H, carries 0.3246; number 18, H, carries 0.0636; number 19, H, carries -0.0038



No. 3
Density functional theory data (ωB97M-V with the def2-TZVPD basis set) for a 2-piece molecular cluster, C5H10NO3 overall in a non-equilibrium geometry.

Structure (ORCA input):
```
! wB97M-V def2-TZVPD RIJCOSX def2/J DEFGRID3
* xyz -1 1
C -0.14781 0.67851 -1.69257
C -0.45772 2.08138 -1.01790
C 1.19843 0.13611 -1.25453
O 1.85805 -0.57575 -2.06490
N 1.33046 0.50337 0.11938
H -0.83629 -0.11645 -1.25155
H -0.27359 0.56234 -2.82849
H -0.83755 1.99533 0.00582
H 2.16740 0.13397 0.69135
H 0.41787 0.75894 0.70120
H -1.16683 2.75661 -1.63139
H 0.59861 2.57361 -0.84724
C -0.81107 -2.03336 0.97912
C -0.94036 -0.65737 1.49411
O -1.88812 -0.05235 1.16881
O 0.02081 -0.16486 2.22116
H 0.01814 -2.04668 0.28491
H -1.72740 -2.36549 0.54865
H -0.64830 -2.66367 1.84124
*
```

Properties
**HOMO-LUMO gap**: 8.38 eV
**Energy above the lowest of the compared OMol25 structures with the same formula, charge and spin**: 1.9254 eV
**Electronic energy**: -477.0312 Ha

Charges obtained by Mulliken population analysis, quoted in units of e: number 1, C, carries -0.0742; number 2, C, carries -1.0450; number 3, C, carries 0.3582; number 4, O, carries -0.7122; number 5, N, carries -0.2776; number 6, H, carries 0.0851; number 7, H, carries 0.3034; number 8, H, carries 0.3260; number 9, H, carries 0.2252; number 10, H, carries 0.2046; number 11, H, carries 0.2725; number 12, H, carries 0.2841; number 13, C, carries -0.8787; number 14, C, carries 0.5991; number 15, O, carries -0.5964; number 16, O, carries -0.8489; number 17, H, carries 0.1555; number 18, H, carries 0.2929; number 19, H, carries 0.3265



No. 4
Density functional theory data (ωB97M-V with the def2-TZVPD basis set) for one molecule with the formula C5H10NO4P in a non-equilibrium geometry.

Structure (ORCA input):
```
! wB97M-V def2-TZVPD RIJCOSX def2/J DEFGRID3
* xyz 0 1
H -0.19514 -0.13154 3.20415
N 0.67785 0.09271 2.63379
C 0.50039 0.06131 1.35740
C 1.56331 0.24734 0.30429
C 2.29122 1.56769 0.40152
O 1.63236 -0.63908 -0.50098
P -1.27179 -0.55368 0.33575
O -2.23731 -1.22776 1.24813
O -1.67948 0.88576 -0.15386
C -1.36411 1.74394 -1.23114
O -0.94499 -1.39313 -0.93379
C -0.62948 -2.75255 -0.74901
H 2.61712 1.75112 1.39563
H 1.59216 2.30861 -0.07982
H 3.06294 1.66425 -0.31239
H -0.74409 2.66427 -0.96370
H -2.26329 2.11943 -1.71240
H -0.85247 1.05143 -1.95676
H 0.21661 -3.03863 -0.01645
H -0.31817 -3.25625 -1.73293
H -1.65362 -3.16525 -0.53745
*
```

Properties
**HOMO-LUMO gap**: 9.38 eV
**Energy above the lowest of the compared OMol25 structures with the same formula, charge and spin**: 0.0000 eV
**Electronic energy**: -893.5748 Ha

Charges obtained by Mulliken population analysis, quoted in units of e: number 1, H, carries 0.3078; number 2, N, carries -0.7163; number 3, C, carries 0.4117; number 4, C, carries 0.6118; number 5, C, carries -1.1345; number 6, O, carries -0.4874; number 7, P, carries 0.9472; number 8, O, carries -0.7127; number 9, O, carries -0.3142; number 10, C, carries -0.5355; number 11, O, carries -0.2053; number 12, C, carries -0.6888; number 13, H, carries 0.3753; number 14, H, carries 0.1822; number 15, H, carries 0.3699; number 16, H, carries 0.1875; number 17, H, carries 0.2613; number 18, H, carries 0.3045; number 19, H, carries 0.2803; number 20, H, carries 0.2314; number 21, H, carries 0.3239



No. 5
Density functional theory data (ωB97M-V with the def2-TZVPD basis set) for a 2-piece molecular cluster, C5H10NOS overall in a non-equilibrium geometry.

Structure (ORCA input):
```
! wB97M-V def2-TZVPD RIJCOSX def2/J DEFGRID3
* xyz -1 1
C 1.02747 -0.42542 1.65237
C 0.06334 -0.91694 2.43201
S -2.66291 2.38986 -2.69908
C 1.22554 -0.86050 0.20519
N -0.09499 -1.14195 -0.45297
C -0.88273 0.09122 -0.56332
C -0.22478 1.25936 -1.29267
O 2.03451 -0.05893 -0.49664
H 1.68882 -1.88638 0.22004
H 1.78101 0.26474 2.03116
H -0.02804 -0.68969 3.48935
H -0.69703 -1.52990 1.94284
H -0.01489 -1.45911 -1.41149
H -1.87784 -0.12374 -0.99206
H -1.12937 0.41297 0.44082
H 0.40503 1.83755 -0.62598
H 0.37739 0.89967 -2.12436
H -0.99053 1.93717 -1.75520
*
```

Properties
**HOMO-LUMO gap**: 4.03 eV
**Energy above the lowest of the compared OMol25 structures with the same formula, charge and spin**: 5.6714 eV
**Electronic energy**: -724.5450 Ha

Charges obtained by Mulliken population analysis, quoted in units of e: number 1, C, carries -0.3056; number 2, C, carries -0.7955; number 3, S, carries -0.3200; number 4, C, carries 0.0632; number 5, N, carries -0.4583; number 6, C, carries -0.5590; number 7, C, carries -0.4170; number 8, O, carries -0.8005; number 9, H, carries 0.3173; number 10, H, carries 0.3242; number 11, H, carries 0.2829; number 12, H, carries 0.3175; number 13, H, carries 0.2838; number 14, H, carries 0.4229; number 15, H, carries 0.3075; number 16, H, carries 0.3119; number 17, H, carries 0.3269; number 18, H, carries -0.3023



No. 6
Density functional theory data (ωB97M-V with the def2-TZVPD basis set) for an isolated ion of composition C5H10NOS and charge +1 in a non-equilibrium geometry.

Structure (ORCA input):
```
! wB97M-V def2-TZVPD RIJCOSX def2/J DEFGRID3
* xyz 1 1
C 0.32526 1.49065 0.95352
C 0.00278 0.31680 0.04942
C -0.18626 -0.94609 0.51857
C -0.10726 -1.37872 1.99110
S -0.32056 -2.17527 -0.74682
C 0.16825 -0.85458 -2.09144
O -0.75327 -0.77859 -3.08386
N 0.11808 0.48924 -1.36416
H -0.39612 1.71814 1.67157
H 0.53576 2.28331 0.35334
H 1.21399 1.03282 1.40215
H 0.61253 -2.28185 2.02519
H -0.99990 -1.48126 2.45300
H 0.41111 -0.42824 2.31839
H 1.14575 -1.02480 -2.41110
H -0.88102 -1.51887 -3.64928
H -0.68866 1.06237 -1.82596
H 0.94482 1.05868 -1.53960
*
```

Properties
**HOMO-LUMO gap**: 9.40 eV
**Energy above the lowest of the compared OMol25 structures with the same formula, charge and spin**: 1.4402 eV
**Electronic energy**: -724.3835 Ha

Charges obtained by Mulliken population analysis, quoted in units of e: number 1, C, carries -1.6388; number 2, C, carries -0.0993; number 3, C, carries 0.6945; number 4, C, carries -0.9918; number 5, S, carries -0.1045; number 6, C, carries -0.0466; number 7, O, carries -0.4890; number 8, N, carries -0.1196; number 9, H, carries 0.3696; number 10, H, carries 0.4275; number 11, H, carries 0.4454; number 12, H, carries 0.3445; number 13, H, carries 0.3577; number 14, H, carries 0.2097; number 15, H, carries 0.4368; number 16, H, carries 0.3599; number 17, H, carries 0.4251; number 18, H, carries 0.4188